1.
Computed, not measured: 7 unconnected molecules or ions with the total composition C29H59N4O19, with the ωB97M-V functional and the def2-TZVPD basis.

XYZ file:
```
111
Properties=species:S:1:pos:R:3:forces:R:3:lowdin_charge:R:1
C 0.799 -1.840 2.834 -0.4 -0.1 -0.2 0.01
C 0.521 -0.493 2.229 -0.1 0.0 -0.2 -0.48
O -0.202 0.321 2.750 0.2 0.0 0.1 0.08
N 1.235 -0.211 1.005 -0.5 0.4 0.5 -0.12
C 1.738 1.179 1.028 0.2 -0.1 -0.1 -0.05
C 0.375 -0.402 -0.177 0.3 -0.2 -0.3 -0.18
C 0.041 -1.848 -0.538 0.2 -0.1 0.3 -0.15
C -1.171 -2.548 0.085 -0.2 -0.1 -0.2 -0.16
C -2.512 -1.825 0.046 0.2 0.0 0.0 -0.13
N -2.606 -0.833 1.159 0.0 -0.3 -0.6 -0.05
C -3.436 -1.349 2.285 -0.1 0.2 0.3 -0.11
C -4.896 -1.466 1.821 0.2 -0.1 -0.1 -0.15
C -5.396 -0.160 1.239 -0.2 -0.4 -0.6 -0.09
N -4.347 0.430 0.282 -0.4 1.0 1.8 0.17
C -3.143 0.402 0.840 0.5 -0.2 -0.3 -0.37
N -2.506 1.550 1.173 -0.4 0.0 -0.6 0.23
H -0.095 -2.203 3.340 0.1 0.1 0.2 0.08
H 1.598 -1.732 3.570 0.0 0.0 0.0 0.10
H 1.103 -2.564 2.082 0.2 0.0 0.0 0.07
H 1.170 1.838 0.363 -0.1 0.0 0.1 0.09
H 2.775 1.181 0.693 0.0 0.0 -0.1 0.07
H 1.703 1.590 2.033 0.0 0.0 0.0 0.09
H -0.524 0.228 -0.098 0.0 -0.1 0.0 0.09
H 0.957 -0.002 -1.008 0.0 0.0 0.0 0.13
H -0.044 -1.921 -1.624 -0.1 0.1 0.0 0.12
H 0.928 -2.431 -0.275 0.0 -0.1 -0.2 0.12
H -1.328 -3.462 -0.494 0.1 -0.1 0.1 0.10
H -0.984 -2.876 1.111 0.0 0.1 0.0 0.10
H -2.677 -1.337 -0.918 0.1 0.1 0.0 0.14
H -3.297 -2.574 0.142 0.0 0.0 0.0 0.11
H -3.023 -2.299 2.619 0.0 0.0 -0.1 0.12
H -3.337 -0.666 3.133 0.0 0.1 0.0 0.14
H -4.967 -2.234 1.052 -0.1 -0.1 0.1 0.11
H -5.558 -1.778 2.630 0.1 0.1 0.1 0.13
H -6.320 -0.281 0.680 0.0 0.0 0.0 0.12
H -5.552 0.598 2.008 0.0 0.0 0.0 0.13
H -4.592 1.386 0.034 -0.2 -0.1 -0.2 0.15
H -2.891 2.144 1.891 -0.4 0.4 -0.5 0.14
H -1.615 1.805 0.778 0.6 -0.6 0.8 0.11
C 8.459 -0.224 0.367 0.0 0.0 0.0 -0.02
O 7.135 -0.689 0.051 0.0 0.0 0.0 -0.02
C 6.356 -0.883 1.109 0.0 0.0 0.0 -0.63
O 6.660 -0.710 2.259 0.0 0.0 0.0 0.13
O 5.159 -1.303 0.679 0.0 0.1 0.0 0.00
C 4.233 -1.584 1.731 0.0 -0.1 0.0 -0.05
H 8.962 -0.119 -0.588 0.0 0.0 0.0 0.10
H 8.411 0.736 0.879 0.0 0.0 0.0 0.10
H 8.975 -0.949 0.992 0.0 0.0 0.0 0.10
H 4.039 -0.691 2.324 0.0 0.0 0.0 0.10
H 4.620 -2.373 2.374 0.0 0.0 0.0 0.10
H 3.318 -1.908 1.248 0.0 0.0 -0.1 0.07
C 5.212 1.974 -0.760 -0.1 -0.1 0.0 -0.04
O 5.259 3.001 -1.755 0.0 0.0 0.0 0.01
C 6.141 3.969 -1.488 0.0 0.0 0.0 -0.62
O 6.850 4.016 -0.517 0.0 0.0 0.0 0.13
O 6.097 4.859 -2.474 0.0 0.0 0.0 0.01
C 7.008 5.955 -2.322 0.1 0.2 -0.1 -0.03
H 4.474 1.257 -1.108 0.0 0.0 0.0 0.09
H 6.177 1.484 -0.664 0.0 0.0 0.0 0.08
H 4.912 2.389 0.202 0.1 0.0 0.0 0.10
H 8.037 5.603 -2.299 0.0 -0.1 0.1 0.10
H 6.790 6.517 -1.416 0.0 -0.1 0.0 0.09
H 6.861 6.594 -3.187 -0.1 -0.1 0.0 0.10
C 3.576 8.112 0.563 0.0 -0.2 0.0 -0.04
O 4.535 8.939 -0.097 0.0 0.0 0.0 0.00
C 4.816 10.072 0.554 0.0 0.0 0.0 -0.63
O 4.332 10.412 1.602 0.0 0.0 0.0 0.13
O 5.715 10.749 -0.153 0.0 0.0 0.0 0.00
C 6.111 11.996 0.434 0.0 0.0 0.0 -0.03
H 3.456 7.237 -0.070 0.0 0.0 0.0 0.09
H 3.939 7.807 1.543 0.0 0.1 0.0 0.10
H 2.625 8.629 0.671 0.0 0.0 0.0 0.10
H 6.564 11.830 1.410 0.0 0.0 0.0 0.10
H 5.254 12.658 0.537 0.0 0.0 0.0 0.10
H 6.837 12.420 -0.252 0.0 0.0 0.0 0.09
C -9.538 0.830 -1.944 0.0 0.0 0.0 -0.03
O -10.364 1.591 -1.059 0.0 0.0 0.0 0.02
C -9.911 1.707 0.183 0.0 0.0 0.0 -0.63
O -8.881 1.235 0.607 0.1 0.0 0.0 0.09
O -10.779 2.424 0.881 0.0 0.0 0.0 0.02
C -10.434 2.635 2.255 0.0 0.0 0.0 -0.03
H -10.053 0.838 -2.899 0.0 0.0 0.0 0.10
H -8.557 1.293 -2.044 0.0 0.0 0.0 0.09
H -9.431 -0.191 -1.584 0.0 0.0 0.0 0.10
H -9.492 3.174 2.333 0.0 0.0 0.0 0.10
H -10.361 1.685 2.779 0.0 0.0 0.0 0.10
H -11.242 3.230 2.666 0.0 0.0 0.0 0.10
C -3.338 -5.784 2.186 0.0 0.0 0.0 -0.04
O -3.029 -6.016 0.809 0.0 0.0 0.1 -0.02
C -2.809 -7.308 0.513 0.1 0.2 -0.1 -0.62
O -2.851 -8.220 1.290 0.0 0.0 0.0 0.15
O -2.521 -7.369 -0.783 0.0 -0.2 0.0 -0.02
C -2.243 -8.692 -1.278 0.0 0.0 0.0 -0.02
H -3.472 -4.708 2.276 0.0 0.0 0.0 0.07
H -4.255 -6.298 2.470 0.0 0.0 0.0 0.10
H -2.524 -6.114 2.828 0.0 0.0 0.0 0.10
H -3.115 -9.331 -1.156 0.0 0.0 0.0 0.10
H -1.394 -9.122 -0.752 0.0 0.0 0.0 0.10
H -2.011 -8.566 -2.330 0.0 0.0 0.0 0.09
C -0.352 -5.789 -2.288 0.0 0.0 0.0 -0.04
O 0.246 -4.830 -3.167 0.0 0.0 0.1 0.00
C 0.565 -5.324 -4.369 0.0 0.0 0.0 -0.62
O 0.383 -6.458 -4.724 0.0 0.0 0.0 0.13
O 1.109 -4.350 -5.091 0.0 0.0 0.0 0.00
C 1.506 -4.747 -6.413 0.0 0.0 0.0 -0.03
H -0.562 -5.261 -1.363 0.0 0.0 0.0 0.07
H -1.279 -6.169 -2.710 0.0 0.0 0.0 0.09
H 0.333 -6.613 -2.096 0.0 0.0 0.0 0.11
H 0.645 -5.094 -6.980 0.0 0.0 0.0 0.10
H 2.254 -5.535 -6.364 0.0 0.0 0.0 0.10
H 1.926 -3.856 -6.867 0.0 0.0 0.0 0.09
```
Forces are in eV/Å.

Properties
**Gap between HOMO and LUMO**: 7.64 eV
**LUMO energy**: -4.2 eV
**Energy**: -75885.786 eV
**E_HOMO**: -11.8 eV
**Total charge**: +1

2.
Computed, not measured: 3 unconnected molecules or ions with the total composition C29H60BF2N7O9P, with the ωB97M-V functional and the def2-TZVPD basis.

XYZ file:
```
109
Properties=species:S:1:pos:R:3:forces:R:3:lowdin_charge:R:1
C -0.467 -4.105 4.274 -0.1 -0.3 0.0 -0.14
C -0.583 -4.391 2.773 0.1 0.2 0.5 -0.39
P -1.979 -3.552 1.849 -0.6 -0.6 -0.3 1.07
C -2.760 -2.566 3.201 0.6 0.4 0.1 -0.26
C -1.256 -2.286 0.589 0.9 0.7 0.5 -0.35
C -2.306 -1.168 0.417 -0.1 -0.1 -0.9 -0.17
C -3.567 -1.489 -0.396 -0.3 0.0 0.4 -0.19
C -4.652 -2.324 0.279 -0.7 0.1 -0.5 -0.21
C -5.865 -2.477 -0.671 0.3 -0.3 0.0 -0.27
N -6.337 -3.861 -0.741 0.1 0.0 0.0 -0.01
C 0.066 -1.601 1.041 0.1 -0.1 0.1 -0.11
B 0.296 -1.155 2.564 -0.4 -0.4 0.1 -0.59
O 1.348 -1.728 3.276 -0.3 0.0 0.0 0.14
N -0.544 -0.172 3.157 1.5 0.6 0.1 -0.07
C -0.600 1.087 2.355 -0.6 -0.5 -0.1 -0.03
C -0.158 0.149 4.558 -0.5 -0.1 -0.5 -0.05
N 1.158 -2.514 0.527 0.6 0.2 0.4 0.14
C 0.688 -3.430 -0.608 0.7 1.0 -0.7 -0.21
C 1.142 -4.908 -0.396 -0.5 -0.3 0.7 -0.13
N 0.272 -5.866 0.254 0.1 0.2 -0.2 -0.12
C -0.120 -7.003 -0.570 -0.3 -0.2 0.3 -0.10
C 1.537 -2.930 -1.823 -0.2 -0.2 0.1 -0.07
C 3.031 -3.204 -1.731 0.1 -0.4 -0.4 -0.41
C 3.905 -2.329 -0.861 0.0 -0.5 0.0 -0.04
N 3.614 -4.123 -2.385 -0.1 0.4 0.1 0.17
C -0.818 -3.025 -0.775 -1.7 -1.2 0.7 -0.40
N -1.673 -4.205 -0.861 0.7 0.1 -0.6 0.10
O -1.083 -2.352 -2.001 0.5 0.8 0.5 -0.07
C -0.696 -1.000 -2.244 0.0 0.3 -0.8 -0.19
C -1.840 -0.170 -2.830 0.1 0.5 0.5 -0.19
N -1.336 0.725 -3.863 -0.1 0.0 0.3 -0.04
C -1.961 2.053 -3.892 0.2 -0.2 -0.7 -0.18
C -1.092 3.156 -3.337 0.3 0.9 0.0 -0.44
C -1.867 4.458 -3.121 -0.2 0.1 0.3 -0.03
O -0.054 3.388 -4.285 -0.1 -0.5 -0.1 -0.04
H 0.417 -4.608 4.664 0.1 0.0 0.1 0.08
H -1.319 -4.513 4.815 -0.1 0.0 0.0 0.08
H -0.395 -3.054 4.523 0.1 0.1 0.0 0.04
H 0.395 -4.247 2.315 0.0 0.1 -0.1 0.04
H -0.799 -5.452 2.671 0.0 0.0 -0.2 0.06
H -3.528 -1.903 2.820 -0.2 -0.1 -0.1 0.02
H -3.229 -3.296 3.856 -0.1 -0.1 -0.1 0.05
H -2.093 -1.962 3.808 0.0 0.1 0.0 0.02
H -2.601 -0.753 1.376 0.1 -0.1 0.2 0.10
H -1.811 -0.348 -0.109 0.0 0.0 0.1 0.08
H -4.029 -0.528 -0.636 0.0 0.1 -0.1 0.13
H -3.334 -1.950 -1.353 0.2 0.0 0.0 0.09
H -4.308 -3.326 0.527 0.2 0.0 0.2 0.06
H -5.015 -1.826 1.178 0.2 -0.1 0.2 0.11
H -5.539 -2.185 -1.673 -0.1 0.1 -0.1 0.10
H -6.664 -1.801 -0.367 0.0 0.1 0.0 0.11
H -5.958 -4.430 0.000 0.0 0.0 0.1 0.05
H -7.341 -3.932 -0.702 -0.1 0.0 0.0 0.06
H 0.258 -0.672 0.488 -0.4 -0.1 -0.3 0.13
H 2.218 -1.582 2.907 0.3 -0.1 0.0 0.11
H -0.672 1.939 3.023 0.0 0.0 0.1 0.09
H 0.287 1.219 1.732 0.1 0.1 0.0 0.09
H -1.476 1.089 1.711 0.0 0.1 -0.1 0.08
H -0.935 0.780 4.981 0.0 0.0 0.1 0.10
H 0.794 0.678 4.582 0.1 0.0 0.2 0.10
H -0.087 -0.763 5.140 0.1 0.0 0.1 0.08
H 1.859 -1.869 0.177 0.2 -0.2 -0.4 0.12
H 1.685 -3.024 1.240 -0.7 -0.2 0.4 0.15
H 2.066 -4.853 0.187 0.3 0.1 -0.3 0.13
H 1.393 -5.288 -1.384 0.2 0.1 -0.1 0.12
H 0.692 -6.209 1.100 0.0 0.0 0.1 0.10
H 0.690 -7.713 -0.755 0.1 0.0 -0.2 0.09
H -0.915 -7.543 -0.057 0.0 0.0 0.0 0.09
H -0.537 -6.680 -1.521 0.1 0.1 -0.1 0.07
H 1.400 -1.858 -1.947 0.1 0.0 0.1 0.10
H 1.137 -3.403 -2.718 0.0 0.0 -0.1 0.14
H 4.912 -2.374 -1.264 0.1 0.2 0.0 0.09
H 3.563 -1.295 -0.814 0.0 0.1 0.0 0.08
H 3.972 -2.763 0.141 0.0 0.2 0.1 0.08
H 2.959 -4.647 -2.964 0.0 -0.1 0.0 0.06
H -1.284 -4.826 -1.560 0.0 -0.1 -0.1 0.08
H -2.549 -3.892 -1.267 -0.2 0.0 0.2 0.10
H -0.299 -0.482 -1.372 0.0 -0.2 0.1 0.11
H 0.098 -0.995 -2.997 0.0 -0.1 -0.1 0.12
H -2.632 -0.821 -3.197 0.0 -0.1 -0.2 0.13
H -2.271 0.429 -2.016 -0.2 -0.1 0.0 0.10
H -0.341 0.864 -3.744 0.1 0.0 -0.2 0.09
H -2.128 2.308 -4.942 -0.1 0.2 0.0 0.13
H -2.942 2.050 -3.419 0.0 -0.2 0.2 0.12
H -0.596 2.858 -2.402 -0.3 -0.2 0.2 0.13
H -2.818 4.481 -3.652 0.0 -0.1 -0.1 0.08
H -2.062 4.648 -2.065 -0.1 -0.1 0.0 0.08
H -1.293 5.311 -3.478 0.1 0.0 -0.1 0.08
H 0.419 4.181 -4.010 0.2 0.0 -0.2 0.04
C 1.606 5.420 -0.731 -0.3 -0.1 0.1 -0.04
C 2.475 6.646 -0.905 0.1 0.0 0.0 -0.30
O 2.996 6.460 -2.211 -0.3 0.1 0.0 0.15
C 2.103 5.721 -2.912 0.1 0.0 0.0 -0.54
O 2.097 5.585 -4.087 -0.1 -0.1 -0.1 0.20
O 1.189 5.150 -2.076 0.3 0.2 0.2 0.04
F 3.493 6.679 -0.017 0.1 -0.1 0.0 0.08
H 2.182 4.573 -0.353 0.1 0.1 0.0 0.14
H 0.745 5.590 -0.090 -0.1 0.0 -0.1 0.14
H 1.936 7.593 -0.861 0.1 0.0 0.1 0.18
C 6.516 10.016 1.286 0.1 0.0 -0.2 -0.05
C 6.370 9.111 2.490 0.0 0.2 0.1 -0.32
O 5.047 9.385 2.915 0.0 -0.2 -0.2 0.13
C 4.335 9.783 1.823 0.1 0.1 0.0 -0.56
O 3.156 9.844 1.771 -0.2 0.0 0.0 0.18
O 5.171 10.078 0.800 0.1 0.0 0.1 0.07
F 7.235 9.428 3.481 -0.1 0.0 0.0 0.08
H 6.845 11.013 1.580 0.0 0.0 0.1 0.15
H 7.182 9.622 0.524 -0.1 0.0 -0.1 0.14
H 6.462 8.046 2.270 0.1 0.0 0.1 0.17
```
Forces are in eV/Å.

Properties
**Gap between HOMO and LUMO**: 7.32 eV
**LUMO energy**: -3.0 eV
**Energy**: -75297.703 eV
**E_HOMO**: -10.3 eV
**Total charge**: +1